[1]
# C10H29FN3O3PSb

A structure of composition C10H29FN3O3PSb (the ωB97M-V functional and the def2-TZVPD basis, the OMol25 dataset).

Strongest force on any atom   3.18 eV Å⁻¹
Charge   -1
Spin multiplicity   1
Highest occupied orbital energy   -3.90 eV
DFT total energy   -1469.8305 hartree

Structure (XYZ):
```
48
Properties=species:S:1:pos:R:3:nbo_charge:R:1
C 1.6653 2.8572 3.3260 -0.622
C 1.3260 1.3487 3.1951 -0.395
C -0.0764 1.0604 2.5500 -0.243
N -0.0359 -0.2757 1.9238 -1.026
Sb -0.5212 -0.3440 -0.1203 1.449
C 1.4281 -1.4378 -0.4003 -0.606
N 2.1099 -1.0536 -1.6535 -0.666
C 3.5602 -1.3121 -1.6060 -0.419
C -1.4689 -2.3165 0.2619 -0.614
N -1.9451 -2.9914 -0.9681 -0.650
C -1.1105 -4.1087 -1.3812 -0.404
C -2.4210 0.7752 0.1806 -0.108
F -3.4557 -0.2089 0.1988 -0.424
C -2.8706 1.8261 -0.8621 -0.450
C -2.4806 1.6112 -2.3475 -0.622
P 0.8073 1.7576 -0.6848 1.832
O 0.0968 3.0677 -0.4038 -1.166
O 2.2985 1.8314 0.1132 -1.001
O 1.2369 1.8018 -2.3238 -1.005
H 1.2233 3.2522 4.2527 0.185
H 2.7641 2.9321 3.4517 0.195
H 1.4170 3.4405 2.4313 0.230
H 1.3466 0.8793 4.1970 0.177
H 2.0570 0.7868 2.5966 0.206
H -0.4404 1.8910 1.9214 0.193
H -0.7784 1.0042 3.4129 0.164
H -0.7786 -0.8119 2.3629 0.350
H -0.7758 -0.5750 -1.8263 -0.215
H 1.3035 -2.5399 -0.3504 0.163
H 2.0583 -1.1299 0.4556 0.183
H 1.6881 -1.5640 -2.4134 0.358
H 3.9029 -1.6419 -0.6141 0.185
H 4.1435 -0.4107 -1.8745 0.181
H 3.8220 -2.0767 -2.3673 0.173
H -2.2450 -2.2939 1.0547 0.194
H -0.6727 -2.9699 0.6886 0.171
H -2.9108 -3.2545 -0.8512 0.352
H -1.7069 -4.7816 -2.0238 0.184
H -0.2496 -3.7106 -1.9458 0.183
H -0.7032 -4.7208 -0.5498 0.154
H -2.4975 1.2609 1.1699 0.167
H -2.5764 2.8303 -0.5191 0.228
H -3.9812 1.8408 -0.8305 0.190
H -1.5234 2.1120 -2.5431 0.214
H -2.5083 0.5736 -2.6910 0.221
H -3.2247 2.1627 -2.9594 0.187
H 2.7170 0.9694 0.0414 0.486
H 0.9863 2.6570 -2.6750 0.483
```

***

[2]
# C10H29N7OP

A cluster of 2 separate species, C10H29N7OP in total (the ωB97M-V functional and the def2-TZVPD basis, the OMol25 dataset).

Strongest force on any atom   7.34 eV Å⁻¹
Charge   +1
Spin multiplicity   1
Highest occupied orbital energy   -10.18 eV
DFT total energy   -1197.7957 hartree

Structure (XYZ):
```
48
Properties=species:S:1:pos:R:3:nbo_charge:R:1
N 0.3254 4.8735 0.3826 -0.830
C -1.0180 4.1817 0.6947 0.096
C -0.9121 2.5549 0.6286 -0.494
C -2.2253 1.7608 0.0826 -0.258
N -3.3588 2.6074 -0.4331 -0.704
C -3.3306 4.0310 0.0702 0.887
N -4.3418 4.6722 0.7571 -0.816
N -2.0339 4.8136 -0.2281 -0.629
H 1.1266 4.2380 0.6129 0.385
H 0.3527 5.1580 -0.6427 0.369
H -1.2587 4.4992 1.8191 0.211
H -0.7171 2.1820 1.7458 0.244
H 0.0369 2.2396 0.0184 0.267
H -1.8619 1.0909 -0.8363 0.268
H -2.6221 1.0139 0.9083 0.231
H -3.2778 2.5715 -1.4918 0.442
H -4.6781 4.3872 1.7153 0.469
H -4.8449 5.4991 0.3276 0.474
H -1.7571 4.5415 -1.2027 0.379
O 0.1253 -0.4189 -0.4702 -1.026
P 0.8107 -1.6101 0.2430 2.131
N 2.2006 -1.4939 -0.7575 -0.782
C 2.0817 -1.4552 -2.2121 -0.416
C 3.0717 -0.3797 -0.3491 -0.417
N -0.2891 -2.7863 -0.2902 -0.770
C -0.0487 -3.7599 -1.3377 -0.400
C -1.7018 -2.4071 -0.2962 -0.395
N 1.5987 -2.9795 1.0629 -0.614
C 1.5424 -2.8012 2.5152 -0.430
C 2.8782 -3.5820 0.7015 -0.409
H 3.0699 -1.3784 -2.6806 0.201
H 1.4760 -0.6126 -2.5653 0.187
H 1.6598 -2.3769 -2.6065 0.204
H 3.2295 -0.3942 0.7342 0.191
H 2.6377 0.5912 -0.6123 0.184
H 4.0605 -0.4627 -0.8131 0.206
H -0.2377 -3.3418 -2.3310 0.180
H -0.7084 -4.6276 -1.2147 0.200
H 0.9650 -4.1617 -1.3158 0.208
H -1.9546 -1.8297 -1.1931 0.174
H -1.9431 -1.8005 0.5816 0.192
H -2.3532 -3.2867 -0.2590 0.200
H 2.2369 -2.0189 2.8400 0.182
H 1.7789 -3.7294 3.0460 0.209
H 0.5334 -2.5078 2.8231 0.202
H 3.7245 -2.9263 0.9329 0.191
H 2.9253 -3.8590 -0.3556 0.217
H 3.0262 -4.5194 1.2512 0.209
```

***

[3]
# C10H29NO5

A cluster of 5 separate species, C10H29NO5 in total (the ωB97M-V functional and the def2-TZVPD basis, the OMol25 dataset).

Strongest force on any atom   2.77 eV Å⁻¹
SMILES string   CC1(C)CCCC(C)(C)N1O.CO.O.O.O
Spin multiplicity   1
Highest occupied orbital energy   -8.46 eV
DFT total energy   -829.2764 hartree

Structure (XYZ):
```
45
Properties=species:S:1:pos:R:3:nbo_charge:R:1
C -0.8700 1.1572 3.0259 -0.645
C -1.6875 0.6629 1.7163 0.140
C -2.8710 1.6541 1.4887 -0.620
C -0.7340 0.7595 0.4516 -0.415
C 0.2332 -0.4351 0.2390 -0.401
C -0.5261 -1.7540 0.3458 -0.410
C -1.2653 -1.8932 1.7648 0.147
C -2.0048 -3.2393 1.6166 -0.619
C -0.1808 -2.0578 2.9266 -0.651
N -2.2248 -0.7362 1.9246 -0.221
O -2.9965 -0.9688 3.0996 -0.582
H -0.5166 2.1808 2.9015 0.205
H -1.5535 1.1757 3.8747 0.219
H 0.0210 0.5787 3.2703 0.212
H -3.4408 1.5232 0.5687 0.210
H -3.6119 1.4790 2.2688 0.215
H -2.5214 2.6814 1.5918 0.213
H -1.3156 0.9450 -0.4514 0.197
H 0.0696 1.4862 0.5713 0.229
H 0.7272 -0.3408 -0.7281 0.217
H 1.0896 -0.3372 0.9061 0.199
H 0.0601 -2.6420 0.1094 0.210
H -1.3120 -1.7893 -0.4087 0.202
H -1.2409 -4.0031 1.4712 0.208
H -2.7102 -3.2593 0.7859 0.208
H -2.5806 -3.5674 2.4820 0.215
H 0.6499 -1.3568 2.8449 0.203
H 0.2594 -3.0548 2.9396 0.211
H -0.6663 -1.8197 3.8731 0.224
H -3.8130 -1.1283 2.6206 0.478
C 3.1510 -0.8410 -4.6194 -0.257
O 3.6019 -0.2646 -3.3446 -0.764
H 4.0644 -1.0255 -5.1848 0.173
H 2.7747 -1.8403 -4.4009 0.183
H 2.5499 -0.0994 -5.1456 0.199
H 4.5523 -0.3876 -3.2872 0.485
O -0.2384 2.7107 -3.7271 -0.944
H -1.0547 2.6325 -3.2334 0.471
H 0.0960 3.5789 -3.5018 0.479
O 4.3271 3.1739 -2.4658 -0.971
H 4.4961 3.3714 -1.5446 0.459
H 3.4391 2.8167 -2.4757 0.492
O 2.0591 1.7207 -2.1706 -0.990
H 2.5467 0.9631 -2.4938 0.501
H 1.1686 1.5897 -2.4962 0.488
```